Record 1
121
Properties=species:S:1:pos:R:3:lowdin_charge:R:1 method="wB97M-V/def2-TZVPD" total_charge=+1 e_homo_ev=-11.89 homo_lumo_gap_ev=8.1
C 1.6648 -5.7417 -0.7990 -0.400
C 0.7594 -6.1356 2.4898 0.021
C 0.1626 -1.5846 -3.1377 0.096
C 0.9581 -3.3332 -1.5131 -0.087
H 5.1032 -3.6384 0.3171 0.125
C -4.2588 -2.5785 -5.5896 -2.007
Cl -4.1272 -2.9328 1.9537 0.478
H 4.6932 -2.0113 -2.6975 0.129
Cl 6.3090 -8.3363 5.7416 0.528
Cl -0.3104 -9.8253 5.7336 0.471
C 5.9683 -1.7104 -0.5034 -0.148
H 1.2877 -5.9965 3.4733 0.099
H 6.7652 -1.0041 -0.1313 0.126
H 0.2248 -5.1662 2.2928 0.079
Cl -1.6914 -10.4696 8.1960 0.540
Cl -8.0215 14.6533 0.7556 0.526
C 0.6548 -4.5549 -0.6047 0.014
C -4.0960 -1.1671 2.1047 -2.026
C -0.4315 -9.4616 7.4662 -2.023
H 1.1661 0.1553 -4.8998 0.122
Cl -10.8380 -0.6910 1.5033 0.531
Cl -5.4185 15.4381 -0.2372 0.516
C 4.4418 -2.3666 2.3789 -0.495
Cl 2.6549 11.1540 4.2355 0.537
C 6.1818 9.4464 -1.6931 -2.009
Cl -0.2098 8.9379 -2.2347 0.499
H 2.9417 -3.2599 -0.9649 0.166
H 2.0169 2.1885 -2.8277 0.116
C 4.0552 -1.1851 -2.2641 -0.080
H -1.5095 -4.4302 -2.5647 0.130
C 1.2006 1.4601 -3.0733 -0.186
Cl -3.6492 10.4237 0.3546 0.516
C -1.6027 -3.3207 -2.3601 -0.216
H 4.5735 -0.1833 2.7872 0.085
Cl 1.4524 7.3997 -0.4327 0.520
Cl 4.8864 -8.7684 3.2584 0.536
H -0.0417 -6.9140 2.6240 0.059
C -0.0757 2.1263 -3.7165 -0.211
O 1.4692 -6.8618 0.0427 0.071
C -0.1311 -2.7663 -2.3166 -0.059
Cl 2.3065 10.0221 -1.3119 0.473
Cl 3.4716 -8.9097 5.7795 0.492
Cl 1.1996 11.2238 1.7335 0.475
H 3.7752 -1.2949 -0.0455 0.101
Cl -3.1682 12.6742 -1.4113 0.508
Cl -8.1098 -6.2637 0.0034 0.549
C 4.7725 -8.0936 4.8925 -2.033
H -2.4220 -4.1458 -0.6550 0.051
C 3.9651 -1.0623 3.1291 0.015
H -0.8988 1.3667 -3.8546 0.101
H 1.0250 4.6522 -2.7278 0.063
H -0.6369 -1.1291 -3.7588 0.073
H -0.3749 -4.9774 -0.7299 0.126
Cl -2.7370 -1.7190 -5.2566 0.553
H 0.8579 1.0449 -2.0787 0.111
Cl 6.5793 7.7792 -2.1535 0.512
H -0.5252 2.8995 -1.6788 0.103
C -0.6914 3.2324 -2.7435 -0.251
C -6.3171 14.1823 0.6332 -2.025
Cl -0.8423 -7.7507 7.6838 0.519
Cl -6.1916 12.6466 -0.2471 0.487
C 5.8711 -2.8564 0.5819 -0.184
Cl -6.1227 -4.9145 -1.6165 0.486
Cl -0.9438 11.1365 -0.3812 0.444
O 3.6679 -3.2869 2.2858 0.077
Cl -9.4177 0.6617 -0.6244 0.520
C 1.5485 -1.0486 -3.0935 -0.092
H 0.1863 2.6174 -4.6883 0.114
Cl -5.6429 13.9925 2.2609 0.507
N -2.3029 -3.2036 -1.0436 0.014
Cl -8.2722 0.5394 2.0321 0.502
H -0.5507 5.4611 -2.3775 0.062
Cl 5.0605 9.4286 -0.3181 0.421
Cl 7.6647 10.3021 -1.2356 0.532
Cl -4.4138 -6.3645 4.6491 0.544
Cl -5.0116 -3.0637 -4.0601 0.510
Cl -2.4582 12.8516 1.3906 0.521
C 2.5790 -1.6957 -2.3007 -0.103
Cl 2.2887 7.8108 -3.1753 0.525
C 1.7936 -6.5258 1.3963 -0.428
H -1.8077 3.3133 -2.8712 0.105
H -2.1622 -2.8354 -3.2028 0.023
Cl 5.4239 10.2727 -3.0669 0.515
H 6.8605 -3.3995 0.5363 0.139
O 2.9497 -6.5950 1.6935 0.109
Cl -5.8017 -7.7189 -0.9574 0.539
H 2.8533 0.3972 -4.2334 0.101
H 4.1715 -0.2372 -2.8522 0.114
Cl -2.3420 -8.3426 4.2282 0.490
C 1.4591 8.5432 -1.7893 -1.992
Cl 3.5051 9.4880 2.0247 0.466
H -3.2649 -2.8986 -1.2358 0.047
H 0.7106 -4.2023 0.4675 0.136
H 4.0529 -1.2315 4.2375 0.098
Cl -5.4823 -5.6935 1.0823 0.434
Cl -5.3555 -1.5076 -6.4714 0.556
Cl -2.4167 -0.5961 2.0664 0.509
H 4.7622 0.1052 -0.5709 0.121
Cl -3.0008 -6.4785 2.1217 0.447
O 2.5270 -5.7406 -1.6195 0.174
H 2.8896 -0.8407 2.8826 0.089
C -3.6624 -7.4433 3.4621 -1.998
Cl 3.8562 12.3596 1.8940 0.537
C 2.8024 11.0575 2.4722 -2.002
C 1.7822 0.2504 -3.9603 -0.121
Cl 1.1246 -9.7976 8.2395 0.522
O 5.7512 -2.3550 1.9231 -0.018
N 2.2305 -2.8073 -1.5501 0.180
C -6.3825 -6.1512 -0.3711 -2.003
C -2.5579 11.7733 -0.0108 -1.992
Cl -8.4262 -1.8569 0.4059 0.489
Cl 4.4197 -6.3584 4.7916 0.521
C -9.2389 -0.3363 0.8295 -2.038
Cl -3.9221 -4.0158 -6.5652 0.551
Cl -4.9950 -0.4525 0.7559 0.503
Cl -4.8463 -0.6916 3.6364 0.537
C -0.0638 4.6679 -3.0078 -0.125
C 4.5816 -0.9920 -0.7658 -0.161
Cl -4.8726 -8.5793 2.8431 0.538
H 6.3927 -2.1782 -1.4355 0.117
H -0.2446 4.8974 -4.0881 0.078

Record 2
80
Properties=species:S:1:pos:R:3:lowdin_charge:R:1 method="wB97M-V/def2-TZVPD" e_above_lowest_kcal_mol=0.00 total_charge=+1 e_homo_ev="-11.53 / -11.52" homo_lumo_gap_ev="7.6 / 7.5"
H 1.3879 -2.3878 1.1092 0.077
H -0.9460 1.4224 -5.3947 0.107
C 3.2081 -4.6412 -0.6189 -0.066
O -1.4686 2.6251 1.7699 -0.214
H -2.1222 4.0700 4.6366 0.102
C -4.1773 -2.1006 -1.4847 -0.086
C 0.3824 -0.3235 -2.7994 -0.238
H 3.0165 1.6027 -3.7689 0.109
C 3.1899 2.5490 -0.5720 -0.100
Se 0.7707 0.7919 2.8602 0.770
C 2.0157 1.1854 -3.7629 -0.066
C -4.3780 -1.9348 2.4586 -0.016
C 4.5970 2.0154 -0.6341 -0.457
H 3.0637 -4.1249 1.4594 0.112
C 2.8785 3.7082 -1.2707 0.041
C 2.6985 -3.9324 0.4593 -0.061
H 3.1698 -4.9083 -2.7499 0.109
C -3.0533 -2.3155 2.3980 -0.005
H -3.2128 -5.3331 -1.7680 0.110
C -1.8829 -3.6546 -1.6505 -0.070
H 1.2767 5.0276 -1.8656 0.119
H -1.5633 -0.2787 -3.7268 0.098
Si -0.0712 -1.4757 -1.4285 0.625
N 0.8908 2.2314 -0.0650 -0.090
O 1.8936 -0.3328 2.5044 -0.503
C 4.7668 1.7876 1.8999 -0.244
H -5.7147 -0.2505 2.3491 0.122
Mo -0.6914 1.0650 0.8504 1.526
O -0.2952 0.3931 4.0228 -0.504
H -5.0944 1.9076 1.9375 0.133
C 1.0690 1.6190 -4.6830 -0.068
H 1.3354 2.3703 -5.4150 0.109
C -2.1022 -1.3581 2.0984 -0.104
N -3.3772 2.5651 2.8872 0.145
C -4.0214 1.7731 1.8309 -0.068
H 2.3539 0.9147 0.5516 0.109
H -0.8876 2.7782 4.4835 0.095
C 1.8084 -3.3834 -2.1085 -0.096
H -2.8639 -0.4234 -1.3787 0.092
H -5.0717 -1.4919 -1.4313 0.105
C 0.5900 3.3554 -0.7309 -0.101
C 1.7310 -2.9589 0.2574 -0.073
H -3.7317 2.1855 0.8646 0.129
H -3.9001 2.7926 3.7196 0.175
H 6.1079 1.2243 0.3620 0.159
H -5.2560 -3.9521 -1.6194 0.108
C -1.7563 -2.2686 -1.5382 -0.228
N -2.4072 -0.0802 1.8358 -0.009
H 2.4225 -0.1291 -2.1277 0.110
H -0.6695 4.2578 3.5798 0.110
H 5.5786 2.2593 2.4528 0.130
C 2.7640 -4.3668 -1.9056 -0.070
C -3.1344 -4.2575 -1.6782 -0.066
H 1.4854 -3.1648 -3.1215 0.110
C 1.5588 4.1306 -1.3340 -0.013
C -0.5584 0.1298 -3.7276 -0.085
H -2.7403 -3.3339 2.5763 0.126
H 3.9638 -5.3992 -0.4591 0.109
O 5.1025 1.8992 -1.7367 0.074
C -0.2144 1.0889 -4.6704 -0.075
C -2.9264 -1.5053 -1.4564 -0.121
C 2.1698 1.8441 0.0223 -0.086
C -4.2811 -3.4822 -1.5934 -0.074
C 1.6755 0.2120 -2.8368 -0.088
H -5.1545 -2.6544 2.6800 0.124
C -3.6906 0.3024 1.9569 -0.243
O -0.3173 -0.3820 -0.1061 -0.458
H 3.6685 4.2509 -1.7731 0.139
C -4.6942 -0.5975 2.2598 -0.001
H 3.5748 0.3595 2.5325 0.016
H -0.4577 3.6263 -0.7857 0.113
H 3.8976 2.4447 1.9451 0.114
O 1.4085 2.2787 3.0346 -0.492
O 4.5281 0.5458 2.4887 -0.031
C 1.2681 -2.6743 -1.0270 -0.251
C -2.1149 2.9181 2.8319 -0.425
H -0.9951 -4.2746 -1.7028 0.104
C -1.4276 3.5776 3.9603 0.046
N 5.2095 1.6639 0.5118 0.126
H -1.0555 -1.6171 2.0685 0.107

Number 1: DFT total energy -23851.70832 a.u.. Number 2: DFT total energy -4781.99814 a.u..